--- a ---
A cluster of 2 separate species, C4H11NS in total. Source: the Open Molecules 2025 dataset; level of theory: ωB97M-V/def2-TZVPD.

Net charge: +1
Highest occupied orbital energy (alpha / beta) (eV): -13.42 / -13.37
Expectation value of S²: 0.75
2S+1: 2

Last columns: bonded neighbours and bond lengths (Å).
CARTESIAN COORDINATES (ANGSTROEM)
1 H 0.524 2.039 2.397  C11 1.090
2 H -0.319 -1.669 1.499  C10 1.082
3 C 1.218 -1.945 -1.626  H12 1.083, H13 1.096, H14 1.091, C15 1.494
4 H -0.752 0.438 -0.024  S17 1.557
5 H -0.777 -0.417 -1.863  N9 1.010
6 H 1.273 -2.553 1.048  C10 1.077
7 H 1.023 3.104 1.052  C11 1.081
8 H 1.351 1.375 0.951  C11 1.085
9 N -0.762 -0.690 -0.891  H5 1.010, C15 1.441, H16 1.013
10 C 0.438 -1.931 0.772  H2 1.082, H6 1.077, C15 1.329
11 C 0.656 2.123 1.318  H1 1.090, H7 1.081, H8 1.085, S17 1.808
12 H 2.067 -2.534 -1.300  C3 1.083
13 H 1.654 -1.079 -2.137  C3 1.096
14 H 0.608 -2.458 -2.372  C3 1.091
15 C 0.328 -1.545 -0.495  C3 1.494, N9 1.441, C10 1.329
16 H -1.672 -1.007 -0.579  N9 1.013
17 S -0.979 1.848 0.597  H4 1.557, C11 1.808

--- b ---
A cluster of 2 separate species, C4H11NS in total. Source: the Open Molecules 2025 dataset; level of theory: ωB97M-V/def2-TZVPD.

Net charge: +1
Highest occupied orbital energy (alpha / beta) (eV): -12.47 / -12.06
Expectation value of S²: 0.76
2S+1: 2

Last columns: bonded neighbours and bond lengths (Å).
CARTESIAN COORDINATES (ANGSTROEM)
1 N -0.264 1.787 0.891  H7 0.996, C13 1.365, H16 1.013
2 C -1.921 -0.254 1.107  H4 1.068, H11 1.108, C13 1.374
3 C 0.890 -1.796 -0.198  H6 1.103, S10 1.902, H12 1.092, H15 1.051
4 H -1.628 -0.901 0.309  C2 1.068
5 C 1.119 0.285 -1.912  H9 1.093, S10 1.875, H14 1.116, H17 1.134
6 H 0.152 -2.121 -0.951  C3 1.103
7 H -0.112 2.528 1.538  N1 0.996
8 H -2.027 1.658 1.809  C13 1.156
9 H 0.245 -0.361 -1.792  C5 1.093
10 S 2.319 -0.829 -0.999  C3 1.902, C5 1.875
11 H -2.797 -0.410 1.768  C2 1.108
12 H 1.464 -2.664 0.130  C3 1.092
13 C -1.311 0.973 1.213  N1 1.365, C2 1.374, H8 1.156
14 H 0.947 1.221 -1.329  C5 1.116
15 H 0.507 -1.214 0.590  C3 1.051
16 H 0.694 1.553 0.659  N1 1.013
17 H 1.724 0.545 -2.835  C5 1.134

Stability summary - winner: a; margin: 42.8 kcal/mol.

--- a ---
A cluster of 2 separate species, BrClH2O2Si in total. Source: the Open Molecules 2025 dataset; level of theory: ωB97M-V/def2-TZVPD.

Net charge: 0
Highest occupied orbital energy (eV): -9.73

Last columns: bonded neighbours and bond lengths (Å).
CARTESIAN COORDINATES (ANGSTROEM)
1 H -0.566 1.902 0.516  O3 0.879
2 H 0.596 -1.671 -1.757  O4 0.945
3 O -0.066 1.313 0.096  H1 0.879, Si7 1.616
4 O 0.375 -0.857 -1.331  H2 0.945, Si7 1.597
5 Br -2.394 0.630 -1.799  Si7 2.109
6 Cl -2.024 -1.393 1.588  no bonds
7 Si -0.744 0.036 -0.626  O3 1.616, O4 1.597, Br5 2.109

--- b ---
A cluster of 2 separate species, BrClH2O2Si in total. Source: the Open Molecules 2025 dataset; level of theory: ωB97M-V/def2-TZVPD.

Net charge: 0
Highest occupied orbital energy (eV): -8.72

Last columns: bonded neighbours and bond lengths (Å).
CARTESIAN COORDINATES (ANGSTROEM)
1 O -0.926 -0.173 -1.404  Si4 1.595, H7 0.961
2 H 0.150 -0.664 1.897  O3 0.958
3 O -0.531 -0.521 1.239  H2 0.958, Si4 1.595
4 Si -0.380 0.431 -0.032  O1 1.595, O3 1.595, Cl5 1.953
5 Cl -0.724 2.344 0.160  Si4 1.953
6 Br 3.020 -0.412 -0.098  no bonds
7 H -0.609 -1.006 -1.762  O1 0.961

--- c ---
A cluster of 2 separate species, BrClH2O2Si in total. Source: the Open Molecules 2025 dataset; level of theory: ωB97M-V/def2-TZVPD.

Net charge: 0
Highest occupied orbital energy (eV): -9.66

Last columns: bonded neighbours and bond lengths (Å).
CARTESIAN COORDINATES (ANGSTROEM)
1 Cl 2.205 2.572 0.059  Si6 2.036
2 O -0.279 0.312 1.459  H4 0.951
3 H 0.110 0.597 -1.646  O5 0.915
4 H -0.831 0.838 0.891  O2 0.951
5 O 0.939 0.233 -1.511  H3 0.915, Si6 1.627
6 Si 1.709 0.606 -0.127  Cl1 2.036, O5 1.627, Br7 2.047
7 Br 3.104 -0.836 0.276  Si6 2.047

Stability summary - winner: a; margin: 4.8 kcal/mol.

--- a ---
An isolated molecule of C9H9N. Source: the Open Molecules 2025 dataset; level of theory: ωB97M-V/def2-TZVPD.

Net charge: 0
SMILES: C[C@]1(C#N)CC12C=CC=C2
Highest occupied orbital energy (eV): -8.60

Last columns: bonded neighbours and bond lengths (Å).
CARTESIAN COORDINATES (ANGSTROEM)
1 H 0.218 -1.062 2.034  C7 1.086
2 C 0.423 -0.524 -0.044  C7 1.509, C9 1.497, C11 1.770, C13 1.489
3 H -0.630 -2.221 1.193  C7 1.086
4 H -0.176 -1.447 -2.171  C13 1.081
5 N -3.158 -0.548 -0.941  C17 1.168
6 H 1.824 0.867 1.118  C9 1.063
7 C -0.312 -1.188 1.095  H1 1.086, C2 1.509, H3 1.086, C11 1.481
8 C -1.307 1.237 1.309  H10 1.048, C11 1.511, H12 1.119, H19 1.038
9 C 1.560 0.422 0.189  C2 1.497, H6 1.063, C16 1.385
10 H -0.415 1.437 1.820  C8 1.048
11 C -1.169 -0.087 0.595  C2 1.770, C7 1.481, C8 1.511, C17 1.388
12 H -1.658 2.105 0.697  C8 1.119
13 C 0.398 -0.821 -1.503  C2 1.489, H4 1.081, C15 1.360
14 H 2.907 1.280 -1.248  C16 1.043
15 C 1.565 -0.288 -1.955  C13 1.360, C16 1.401, H18 1.066
16 C 2.218 0.529 -1.024  C9 1.385, H14 1.043, C15 1.401
17 C -2.219 -0.347 -0.275  N5 1.168, C11 1.388
18 H 2.022 -0.561 -2.879  C15 1.066
19 H -2.092 1.216 1.989  C8 1.038

--- b ---
An isolated molecule of C9H9N. Source: the Open Molecules 2025 dataset; level of theory: ωB97M-V/def2-TZVPD.

Net charge: 0
Highest occupied orbital energy (alpha / beta) (eV): -8.23 / -8.23

Last columns: bonded neighbours and bond lengths (Å).
CARTESIAN COORDINATES (ANGSTROEM)
1 H 1.048 2.048 1.279  C7 1.082
2 H 2.372 1.309 0.242  C7 1.079
3 C 1.449 -0.736 -1.271  N9 1.214, C14 1.742
4 H -2.350 -0.988 -0.001  C13 1.096
5 H -0.817 -2.373 0.842  C15 1.142
6 H 0.162 2.272 -1.064  C16 1.121
7 C 1.358 1.259 0.606  H1 1.082, H2 1.079, C16 1.654, C19 1.457
8 C -1.129 0.681 -0.555  H10 1.108, H11 1.116, C13 1.521, C16 1.589
9 N 1.037 0.369 -1.558  C3 1.214, C16 1.385
10 H -1.584 0.504 -1.549  C8 1.108
11 H -1.679 1.588 -0.208  C8 1.116
12 H -0.654 -2.173 -0.965  C15 1.156
13 C -1.426 -0.509 0.344  H4 1.096, C8 1.521, C15 1.513, H18 1.141
14 C 0.917 -1.264 0.301  C3 1.742, C15 1.455, C17 1.623, C19 1.441
15 C -0.466 -1.637 0.041  H5 1.142, H12 1.156, C13 1.513, C14 1.455
16 C 0.356 1.227 -0.710  H6 1.121, C7 1.654, C8 1.589, N9 1.385
17 C 1.586 -1.258 1.779  C14 1.623, C19 1.361
18 H -1.619 -0.187 1.421  C13 1.141
19 C 1.438 -0.134 1.027  C7 1.457, C14 1.441, C17 1.361

Stability summary - winner: a; margin: 120.3 kcal/mol.

--- a ---
An isolated molecule of C5H12NO. Source: the Open Molecules 2025 dataset; level of theory: ωB97M-V/def2-TZVPD.

Net charge: 0
Highest occupied orbital energy (alpha / beta) (eV): -9.30 / -9.26
Expectation value of S²: 0.75
2S+1: 2

Last columns: bonded neighbours and bond lengths (Å).
CARTESIAN COORDINATES (ANGSTROEM)
1 H -0.126 2.202 1.727  C16 1.047
2 H 0.669 -0.072 2.499  C7 1.111
3 H -1.489 1.924 0.654  C16 1.128
4 H -0.284 0.530 -2.822  C17 1.115
5 H -1.419 -1.921 -0.894  N18 0.978
6 H 0.156 -2.098 -0.973  N18 1.053
7 C 0.887 -0.411 1.463  H2 1.111, H10 1.028, C15 1.537, H19 1.151
8 C -0.515 -0.162 -0.797  H9 1.121, C15 1.544, C17 1.559, N18 1.469
9 H -1.545 0.251 -0.950  C8 1.121
10 H 1.881 -0.645 1.356  C7 1.028
11 O 0.939 -1.094 -2.546  C17 1.306
12 H 1.264 1.070 0.150  C15 1.189
13 H -1.183 0.892 2.126  C16 1.106
14 H 1.263 0.549 -1.772  C17 1.124
15 C 0.259 0.476 0.377  C7 1.537, C8 1.544, H12 1.189, C16 1.639
16 C -0.698 1.439 1.295  H1 1.047, H3 1.128, H13 1.106, C15 1.639
17 C 0.348 -0.023 -2.088  H4 1.115, C8 1.559, O11 1.306, H14 1.124
18 N -0.609 -1.589 -0.459  H5 0.978, H6 1.053, C8 1.469
19 H 0.203 -1.318 1.651  C7 1.151

--- b ---
A cluster of 2 separate species, C5H12NO in total. Source: the Open Molecules 2025 dataset; level of theory: ωB97M-V/def2-TZVPD.

Net charge: 0
Highest occupied orbital energy (alpha / beta) (eV): -6.10 / -8.21
Expectation value of S²: 0.76
2S+1: 2

Last columns: bonded neighbours and bond lengths (Å).
CARTESIAN COORDINATES (ANGSTROEM)
1 O -2.799 0.869 -2.555  H11 0.965, H12 0.958
2 C 3.107 0.775 0.772  H4 1.093, C8 1.536, H9 1.091, H18 1.090
3 C 0.845 -0.251 0.951  C8 1.491, C13 1.354, H14 1.089
4 H 3.475 0.058 1.510  C2 1.093
5 H 1.171 1.749 0.389  C8 1.097
6 H -1.226 -1.958 1.185  N7 1.006
7 N -1.067 -1.572 0.270  H6 1.006, C13 1.421, C15 1.380
8 C 1.620 1.017 1.072  C2 1.536, C3 1.491, H5 1.097, H16 1.096
9 H 3.297 0.246 -0.163  C2 1.091
10 H -3.101 -2.122 -0.102  C15 1.082
11 H -2.875 1.395 -3.360  O1 0.965
12 H -3.668 0.645 -2.219  O1 0.958
13 C -0.297 -0.377 0.235  C3 1.354, N7 1.421, H17 1.086
14 H 1.209 -1.164 1.420  C3 1.089
15 C -2.249 -1.549 -0.442  N7 1.380, H10 1.082, H19 1.082
16 H 1.537 1.335 2.118  C8 1.096
17 H -0.360 0.174 -0.697  C13 1.086
18 H 3.667 1.690 0.964  C2 1.090
19 H -2.286 -0.961 -1.349  C15 1.082

--- c ---
An isolated molecule of C5H12NO. Source: the Open Molecules 2025 dataset; level of theory: ωB97M-V/def2-TZVPD.

Net charge: 0
Highest occupied orbital energy (alpha / beta) (eV): -8.43 / -8.42
Expectation value of S²: 0.76
2S+1: 2

Last columns: bonded neighbours and bond lengths (Å).
CARTESIAN COORDINATES (ANGSTROEM)
1 H 0.606 -0.767 1.799  N6 1.001
2 H 1.619 1.221 1.003  C10 1.087
3 C -2.005 1.038 -1.236  H7 1.126, H12 1.080, O14 1.328, C16 1.610
4 H 2.691 -1.799 1.151  C8 1.096
5 H 1.616 -2.881 0.391  C8 1.140
6 N 0.665 -0.993 0.826  H1 1.001, C8 1.439, C19 1.476
7 H -1.050 1.525 -1.578  C3 1.126
8 C 1.828 -1.764 0.475  H4 1.096, H5 1.140, N6 1.439, H18 1.079
9 H 0.557 -0.084 -1.151  C19 1.079
10 C 0.614 1.333 0.602  H2 1.087, H13 1.092, H15 1.088, C19 1.573
11 H -1.652 -1.011 -0.638  C16 1.106
12 H -2.589 1.669 -0.583  C3 1.080
13 H 0.703 2.177 -0.086  C10 1.092
14 O -2.691 0.487 -2.231  C3 1.328
15 H -0.089 1.452 1.423  C10 1.088
16 C -1.340 -0.031 -0.232  C3 1.610, H11 1.106, H17 1.102, C19 1.530
17 H -1.983 -0.079 0.661  C16 1.102
18 H 2.315 -1.507 -0.453  C8 1.079
19 C 0.187 0.014 -0.142  N6 1.476, H9 1.079, C10 1.573, C16 1.530

--- d ---
A cluster of 2 separate species, C5H12NO in total. Source: the Open Molecules 2025 dataset; level of theory: ωB97M-V/def2-TZVPD.

Net charge: 0
Highest occupied orbital energy (alpha / beta) (eV): -8.83 / -8.83
Expectation value of S²: 0.75
2S+1: 2

Last columns: bonded neighbours and bond lengths (Å).
CARTESIAN COORDINATES (ANGSTROEM)
1 H -0.689 -3.031 1.708  N7 1.032
2 C 0.386 1.851 0.303  C3 1.350, C6 1.486, H8 1.088
3 C 0.467 1.099 -0.815  C2 1.350, C9 1.496, H19 1.088
4 C -0.467 -1.921 0.153  H5 1.133, N7 1.476, O11 1.365, H14 1.133
5 H -1.340 -1.199 0.139  C4 1.133
6 C 0.751 1.427 1.680  C2 1.486, H15 1.102, H16 1.131, H17 1.131
7 N -1.123 -3.089 0.773  H1 1.032, C4 1.476, H10 1.044
8 H 0.063 2.884 0.186  C2 1.088
9 C -0.149 1.379 -2.150  C3 1.496, H12 1.128, H13 1.104, H18 1.092
10 H -0.858 -3.991 0.319  N7 1.044
11 O 0.660 -1.519 0.811  C4 1.365
12 H -0.632 2.397 -2.106  C9 1.128
13 H 0.642 1.344 -2.918  C9 1.104
14 H -0.214 -2.208 -0.913  C4 1.133
15 H 1.679 1.958 1.946  C6 1.102
16 H 0.952 0.315 1.679  C6 1.131
17 H -0.144 1.638 2.338  C6 1.131
18 H -0.834 0.578 -2.432  C9 1.092
19 H 0.850 0.087 -0.701  C3 1.088

Stability summary - winner: b; margin: 15.8 kcal/mol.